This record from the OMol25 dataset describes the ion C2H3N3S with charge +2. The level of theory is ωB97M-V with the def2-TZVPD basis set.

## Properties
- LUMO energy (eV) = -14.56
- strongest force on any atom (eV Å⁻¹) = 4.6
- HOMO energy (eV) = -22.26
- charge = +2

Last column: natural (NBO) charge in e.
Element x y z (Å)
S 2.21 -2.31 -1.12  0.751
N -0.52 0.29 0.23  -0.332
N 0.87 -0.04 -1.95  -0.018
N 0.07 0.85 -1.84  0.200
C -0.43 1.21 -0.67  0.147
C 1.35 -0.95 -1.26  0.310
H -1.08 0.66 1.03  0.442
H -0.94 2.15 -0.80  0.285
H 2.38 -1.93 0.09  0.215

---

This record from the OMol25 dataset describes a cluster of 3 separate species, C18H43N2O9P2 in total. The level of theory is ωB97M-V with the def2-TZVPD basis set.

## Properties
- LUMO energy (spin up / spin down) (eV) = -1.39 / -1.39
- strongest force on any atom (eV Å⁻¹) = 8.2
- HOMO energy (spin up / spin down) (eV) = -8.04 / -9.02
- spin multiplicity = 2
- charge = 0

Last column: Mulliken charge in e.
Element x y z (Å)
P 5.33 -3.75 2.64  1.112
P -6.23 -0.75 1.63  1.108
O -5.61 0.43 2.32  -0.664
O 6.90 -3.16 2.63  -0.301
O -1.86 2.24 -3.25  -0.673
O 4.11 -4.90 2.58  -0.304
O -5.87 -0.79 0.05  -0.323
O -7.74 -0.03 1.35  -0.316
O -5.00 -1.83 1.99  -0.274
O 4.69 -2.74 3.54  -0.670
O 5.16 -3.41 1.06  -0.344
N -1.39 1.83 -2.13  0.977
N 2.99 1.55 -0.51  -0.115
C -1.78 4.24 -1.55  -1.635
C 3.88 -2.97 0.59  -0.686
C 2.79 2.80 -1.28  -1.831
C -0.15 -0.10 -1.06  -1.855
C -1.12 2.91 -1.15  1.254
C 0.38 3.09 -0.80  -2.647
C -1.84 2.50 0.18  -1.742
C 4.14 -5.91 3.61  -0.739
C -5.29 -3.23 1.79  -0.683
C 1.46 4.03 -2.96  -1.652
C -8.71 -0.20 2.39  -0.745
C 7.92 -4.04 2.12  -0.650
C -5.94 0.42 -0.70  -0.674
C 1.39 2.87 -1.95  3.216
C 3.97 1.75 0.57  -0.965
C 1.06 1.52 -2.68  -2.190
C -0.68 -0.07 -3.47  -1.712
C -0.28 0.87 -2.28  1.755
H 1.92 3.68 -3.89  0.439
H 0.40 -0.99 -1.35  0.538
H 7.71 -4.32 1.08  0.300
H 4.02 -5.45 4.59  0.333
H 8.87 -3.51 2.16  0.247
H -9.63 0.28 2.08  0.228
H -1.52 5.01 -0.82  0.417
H 2.02 4.87 -2.53  0.399
H 0.25 0.40 -0.17  0.213
H 3.54 2.87 -2.09  0.348
H -1.72 -0.39 -3.39  0.397
H -0.48 0.41 -4.43  0.380
H -5.18 0.37 -1.49  0.238
H -6.92 0.50 -1.17  0.271
H 3.32 -3.83 0.22  0.309
H 1.85 0.77 -2.58  0.371
H 0.99 1.75 -3.75  0.432
H 2.93 3.67 -0.63  0.569
H -8.91 -1.26 2.57  0.319
H 3.48 0.94 -1.15  0.240
H 4.50 0.81 0.79  0.249
H -1.18 -0.40 -0.82  0.420
H -0.05 -0.97 -3.39  0.433
H 0.61 2.48 0.09  0.460
H -5.54 -3.43 0.75  0.312
H -5.75 1.29 -0.08  0.340
H 3.31 -2.46 1.36  0.372
H -1.47 4.60 -2.54  0.310
H -8.36 0.27 3.32  0.330
H 3.32 -6.60 3.43  0.225
H -2.87 2.18 -0.02  0.343
H 4.05 -2.28 -0.24  0.202
H 3.50 2.08 1.51  0.297
H 0.49 4.14 -0.47  0.720
H 5.08 -6.47 3.57  0.315
H -6.10 -3.55 2.44  0.288
H -1.81 3.39 0.83  0.403
H -2.87 4.10 -1.56  0.452
H -1.27 1.70 0.66  0.359
H -4.39 -3.80 2.04  0.242
H 4.75 2.49 0.31  0.374
H 7.99 -4.94 2.74  0.275
H 0.46 4.39 -3.24  0.257

---

This record from the OMol25 dataset describes a structure of composition C25H34BF6N6O7S3Sr. The level of theory is ωB97M-V with the def2-TZVPD basis set.

## Properties
- LUMO energy (eV) = 2.34
- strongest force on any atom (eV Å⁻¹) = 0.6
- HOMO energy (eV) = -5.11
- charge = -1

Last column: Mulliken charge in e.
Element x y z (Å)
Sr -0.70 -0.07 0.56  1.474
S -2.56 -2.72 -0.18  -0.125
S 0.19 -1.88 3.30  1.299
S 0.76 0.85 3.24  1.212
F -2.27 -2.36 4.07  -0.208
F -0.85 -3.96 4.43  -0.219
F 3.00 0.08 4.46  -0.180
F -0.84 -2.19 5.68  -0.214
F 2.42 2.13 4.78  -0.215
F 1.34 0.54 5.79  -0.209
O 1.48 -2.21 3.82  -0.639
O -0.17 -2.35 1.98  -0.652
O 0.82 -0.59 -1.14  -0.887
O 0.03 2.06 3.35  -0.674
O -1.08 3.30 -1.23  -0.736
O 1.57 0.64 2.05  -0.627
O -2.98 2.15 -1.74  0.033
N -0.77 1.02 -3.91  -0.634
N 3.65 1.81 -4.01  -0.611
N -2.21 -1.34 -2.44  0.783
N 3.02 -0.09 -1.20  -0.498
N -0.24 -0.35 3.46  -0.617
N -3.74 -0.47 -1.02  1.169
C 1.77 -0.01 -1.74  0.810
C 2.70 1.33 -3.57  -0.367
C -2.91 3.28 -2.51  0.318
C -6.63 -1.22 -0.98  -0.077
C -3.80 3.72 -3.47  -0.649
C -1.44 5.14 -2.85  -1.851
C -4.42 5.47 -5.23  2.028
C -3.65 5.55 -6.56  -1.640
C -4.54 -0.31 0.17  -0.942
C -1.76 3.96 -2.20  1.159
C -5.66 4.60 -5.46  -2.128
C -6.01 -0.08 -0.18  -0.920
C -1.03 -2.64 4.44  0.600
C -2.82 -3.58 -4.67  -0.564
C -2.33 5.59 -3.82  -0.543
C 0.30 0.88 -3.48  0.276
C -2.87 -1.46 -1.28  -0.895
C -1.65 -2.62 -4.47  -0.947
C -3.51 4.91 -4.15  0.392
C -4.90 6.87 -4.84  -1.629
C 1.96 0.88 4.66  0.464
C -6.63 -2.56 -0.25  -1.142
C -4.15 -3.12 -4.08  -0.796
C -1.30 -2.33 -3.01  -0.538
C 1.59 0.71 -2.95  0.308
B -1.81 2.12 -0.89  -0.424
H -7.16 -3.32 -0.82  0.367
H -2.78 6.20 -6.48  0.320
H -6.09 0.85 -0.74  0.270
H -5.61 -2.92 -0.07  0.218
H 3.08 -0.43 -0.26  0.228
H -2.56 -4.55 -4.25  0.279
H -4.30 5.95 -7.35  0.443
H -0.53 5.68 -2.62  0.420
H -4.17 0.54 0.75  0.231
H -2.95 -3.74 -5.75  0.358
H -6.56 0.06 0.75  0.446
H -4.40 -2.10 -4.41  0.241
H -1.37 -3.23 -2.41  0.620
H -4.06 7.56 -4.70  0.315
H -4.69 3.14 -3.69  0.575
H -6.28 5.04 -6.24  0.433
H -0.76 -3.04 -4.95  0.429
H -0.28 -1.96 -2.93  -0.194
H 3.75 0.50 -1.55  0.205
H -7.13 -2.47 0.72  0.336
H -3.30 4.56 -6.86  0.386
H -6.26 4.52 -4.55  0.392
H -4.13 -3.12 -2.99  0.062
H -4.96 -3.78 -4.39  0.463
H -3.69 0.36 -1.62  -0.056
H -2.09 6.51 -4.34  0.378
H -6.09 -1.33 -1.93  0.028
H -1.84 -1.67 -4.98  0.315
H -5.39 3.59 -5.78  0.397
H -4.41 -1.21 0.77  0.575
H -5.55 7.29 -5.61  0.439
H -2.26 -0.46 -2.95  -0.019
H -7.66 -0.95 -1.24  0.387
H -5.45 6.84 -3.90  0.381

---

This record from the OMol25 dataset describes a cluster of 2 separate species, C3H12N2O in total. The level of theory is ωB97M-V with the def2-TZVPD basis set.

## Properties
- LUMO energy (eV) = 0.95
- strongest force on any atom (eV Å⁻¹) = 2.9
- HOMO energy (eV) = -9.33
- structure (SMILES) = NCCCN.O
- charge = 0

Last column: natural (NBO) charge in e.
Element x y z (Å)
O -1.98 -4.88 -0.73  -0.931
N -1.57 2.00 -0.96  -0.828
N 2.29 -0.30 1.08  -0.833
C -0.34 2.13 -0.18  -0.218
C 0.44 0.81 -0.07  -0.395
C 1.51 0.93 1.05  -0.215
H 1.07 0.78 -0.96  0.188
H 2.10 1.82 0.97  0.164
H -1.25 -4.77 -1.35  0.466
H 0.89 0.91 1.95  0.181
H -0.18 -0.03 0.13  0.211
H 2.90 -0.40 0.28  0.347
H -2.29 1.72 -0.31  0.352
H -2.57 -4.17 -1.01  0.465
H -1.85 2.91 -1.30  0.356
H 2.94 -0.31 1.86  0.352
H 0.41 2.86 -0.50  0.187
H -0.57 2.45 0.85  0.151

---

This record from the OMol25 dataset describes a cluster of 2 separate species, C5H16N2O in total. The level of theory is ωB97M-V with the def2-TZVPD basis set.

## Properties
- LUMO energy (eV) = -7.98
- strongest force on any atom (eV Å⁻¹) = 2.7
- HOMO energy (eV) = -18.82
- charge = +2

Last column: natural (NBO) charge in e.
Element x y z (Å)
O -0.02 -1.34 2.90  -1.005
N -1.04 0.76 1.14  -0.406
N 0.83 -0.98 -2.63  -0.708
C 0.61 -0.41 -1.14  -0.008
C -2.24 0.30 1.19  0.139
C -0.43 1.60 0.09  -0.232
C -0.21 0.86 -1.24  -0.460
C 1.97 -0.12 -0.53  -0.668
H 0.14 -1.29 -0.72  0.226
H 0.29 -0.42 -3.31  0.459
H 1.96 0.17 0.51  0.253
H 0.68 -1.98 -2.55  0.456
H 1.79 -0.99 -3.01  0.455
H -0.40 0.42 1.87  0.469
H 2.58 -1.01 -0.70  0.245
H -2.97 0.63 0.45  0.233
H 0.05 -2.29 2.77  0.509
H 0.49 1.90 0.52  0.248
H -1.21 2.33 -0.17  0.265
H -1.12 0.70 -1.83  0.238
H 0.26 1.66 -1.85  0.267
H -2.48 -0.38 2.00  0.261
H 2.54 0.73 -0.97  0.255
H 0.39 -1.08 3.74  0.511

---

This record from the OMol25 dataset describes the molecule C22H30N2O4S2. The level of theory is ωB97M-V with the def2-TZVPD basis set.

## Properties
- LUMO energy (eV) = 0.62
- strongest force on any atom (eV Å⁻¹) = 2.3
- HOMO energy (eV) = -8.39
- charge = 0

Last column: natural (NBO) charge in e.
Element x y z (Å)
S -1.64 0.16 -1.83  0.299
S 1.58 0.18 0.09  1.277
O -2.26 -2.13 1.22  -0.643
O -1.05 -0.25 0.95  -0.559
O 2.34 -1.07 0.03  -1.014
O -0.94 0.82 3.85  -0.547
N 0.57 -0.96 -2.74  -0.517
N -0.58 -2.07 -1.01  -0.551
C -2.92 2.74 0.54  -0.197
C 2.59 -1.79 -3.74  -0.658
C -1.96 -1.16 0.57  0.860
C -0.16 -0.61 2.01  0.062
C 3.75 1.85 -3.52  -0.600
C -2.27 1.30 3.99  -0.091
C 1.04 0.31 1.86  -0.609
C -2.95 1.64 2.68  0.026
C -4.89 1.58 1.27  -0.217
C -0.41 -1.08 -1.87  0.291
C 0.13 -4.15 -0.02  -0.671
C 1.46 -1.94 -2.77  0.309
C -4.25 1.22 2.44  -0.238
C 2.85 1.53 0.23  -0.579
C -4.23 2.34 0.31  -0.234
C 2.88 1.79 -2.27  -0.412
C 1.36 -3.04 -1.93  -0.313
C 3.70 1.51 -1.02  -0.416
C -2.74 -0.66 -0.63  -0.636
C -0.81 -0.51 3.40  -0.084
C -2.29 2.39 1.72  -0.220
C 0.31 -3.05 -1.02  0.327
H 2.12 1.02 -2.39  0.221
H 4.48 2.66 -3.44  0.200
H 4.51 2.24 -0.93  0.207
H 0.74 1.34 2.06  0.234
H -1.28 2.71 1.92  0.213
H 3.44 1.35 1.12  0.221
H 0.14 -1.66 1.86  0.212
H -2.40 3.31 -0.20  0.218
H 1.00 -4.19 0.64  0.231
H 3.15 2.02 -4.40  0.211
H -2.16 2.21 4.58  0.200
H -1.77 -1.03 3.38  0.208
H -2.87 0.58 4.55  0.173
H -3.46 0.09 -0.31  0.268
H 2.08 -3.84 -1.96  0.219
H 4.30 0.92 -3.65  0.200
H 3.51 -1.62 -3.18  0.232
H 2.36 2.75 -2.16  0.193
H 4.16 0.52 -1.11  0.219
H -0.76 -3.96 0.57  0.253
H -4.77 0.63 3.18  0.214
H 2.41 -0.95 -4.39  0.234
H -5.91 1.26 1.09  0.217
H -0.15 -1.02 4.11  0.186
H 2.71 -2.70 -4.32  0.226
H 0.04 -5.11 -0.52  0.227
H -4.72 2.61 -0.60  0.218
H 2.30 2.46 0.33  0.214
H 1.85 0.00 2.51  0.237
H -3.24 -1.50 -1.11  0.248

---

This record from the OMol25 dataset describes the molecule C20H27N3O5. The level of theory is ωB97M-V with the def2-TZVPD basis set.

## Properties
- LUMO energy (eV) = 0.47
- strongest force on any atom (eV Å⁻¹) = 0.6
- HOMO energy (eV) = -8.78
- structure (SMILES) = CCOC(=O)c1ccc(NC(=O)CN2CCN(C(=O)[C@H]3CCCO3)CC2)cc1
- charge = 0

Last column: natural (NBO) charge in e.
Element x y z (Å)
O -1.88 -3.46 -1.36  -0.586
O 4.70 -1.10 -1.18  -0.605
O -1.72 2.50 1.53  -0.639
O 4.61 -0.30 0.92  -0.513
O -0.94 1.45 -1.60  -0.547
N -1.21 -2.71 0.68  -0.638
N -3.79 -1.24 0.18  -0.436
N -3.24 1.52 0.21  -0.433
C -3.67 0.90 -1.02  -0.209
C -2.09 2.20 0.41  0.666
C 5.83 1.63 0.08  -0.634
C 0.03 3.28 -0.44  -0.429
C -3.26 -0.58 -1.00  -0.247
C 0.13 -2.37 0.48  0.260
C -2.14 -3.03 -0.26  0.670
C 0.99 2.09 -0.41  -0.435
C 2.74 -1.47 0.12  -0.206
C -3.57 -2.68 0.16  -0.304
C 0.80 -2.63 -0.72  -0.292
C -1.29 2.61 -0.84  0.007
C -3.39 -0.56 1.40  -0.235
C -3.87 0.89 1.35  -0.230
C 2.08 -1.24 1.33  -0.144
C 4.11 -0.95 -0.14  0.788
C 0.46 1.25 -1.57  -0.066
C 0.79 -1.69 1.50  -0.276
C 5.91 0.27 0.76  -0.073
C 2.09 -2.17 -0.89  -0.131
H -0.07 3.77 0.52  0.252
H 0.65 0.18 -1.45  0.196
H -1.56 -2.47 1.60  0.399
H 0.30 -3.17 -1.50  0.261
H 6.53 -0.41 0.17  0.201
H -2.29 -0.52 1.53  0.165
H -4.96 0.93 1.23  0.201
H -4.76 0.98 -1.08  0.198
H 0.88 1.55 0.53  0.216
H 2.62 -2.35 -1.81  0.239
H 0.33 4.00 -1.20  0.206
H 5.18 2.30 0.63  0.209
H 0.89 1.58 -2.52  0.167
H 6.83 2.07 0.03  0.217
H -3.81 -3.09 1.14  0.208
H 2.58 -0.70 2.11  0.234
H -3.66 -1.09 -1.88  0.215
H 0.28 -1.49 2.43  0.209
H 5.45 1.52 -0.93  0.223
H -3.57 1.42 2.25  0.246
H -2.16 -0.62 -1.05  0.189
H -3.22 1.38 -1.88  0.232
H -4.25 -3.11 -0.58  0.225
H -3.84 -1.08 2.26  0.204
H 2.03 2.38 -0.55  0.219
H -1.92 3.26 -1.46  0.198
H 6.31 0.36 1.77  0.188

---

This record from the OMol25 dataset describes a structure of composition C44H40N5OS2SiTi. The level of theory is ωB97M-V with the def2-TZVPD basis set.

## Properties
- LUMO energy (eV) = -2.93
- strongest force on any atom (eV Å⁻¹) = 1.9
- HOMO energy (eV) = -10.11
- charge = +1

Last column: natural (NBO) charge in e.
Element x y z (Å)
Ti 0.24 0.13 -0.17  1.606
S -2.90 0.66 1.43  1.349
S 3.39 1.29 -0.53  1.161
Si 0.73 -2.44 -0.20  0.775
O -1.72 0.51 0.50  -1.013
N -4.57 -0.84 -0.05  -0.480
N -3.03 -0.89 -1.94  -0.615
N -0.66 -0.37 -1.87  -0.713
N 2.30 0.25 0.06  -1.184
N 0.33 -0.08 2.07  -0.543
C -0.57 -0.90 2.62  0.045
C -5.27 1.97 1.11  -0.186
C 4.17 -3.39 2.02  -0.220
C -2.26 1.83 2.67  -0.146
C -0.13 -0.12 4.83  -0.136
C 2.37 -2.62 -4.06  -0.159
C 0.61 1.96 -1.21  -1.102
C 1.72 -4.42 -2.06  -0.194
C -6.11 2.91 0.54  -0.193
C -2.35 2.72 4.89  -0.200
C 4.62 2.42 3.20  -0.222
C -1.82 -0.61 -1.86  0.720
C -1.27 3.54 4.60  -0.198
C -4.34 3.63 -0.90  -0.210
C 4.57 3.80 3.12  -0.178
C 1.50 -3.06 -1.84  -0.441
C 5.79 -1.73 -1.70  -0.201
C 4.20 4.42 1.94  -0.201
C -3.97 1.88 0.66  -0.256
C 1.46 -3.36 2.46  -0.230
C 2.23 -4.87 -3.26  -0.206
C 4.88 0.27 -0.77  -0.266
C 4.30 1.64 2.10  -0.164
C -3.86 -0.88 -0.96  0.474
C 2.32 -3.71 3.49  -0.218
C 3.88 3.65 0.83  -0.197
C -0.70 3.51 3.34  -0.195
C 4.70 -0.93 -1.43  -0.153
C 1.00 0.73 2.90  0.083
C 7.23 -0.10 -0.69  -0.197
C 0.80 0.74 4.28  -0.243
C 7.06 -1.31 -1.33  -0.178
C 3.68 -3.72 3.27  -0.197
C 1.92 -3.00 1.20  -0.365
C 1.82 -2.17 -2.86  -0.241
C 6.14 0.71 -0.41  -0.203
C -1.20 2.66 2.37  -0.240
C -5.64 3.74 -0.45  -0.173
C -3.49 2.69 -0.34  -0.163
C 2.58 -3.97 -4.26  -0.220
C 3.30 -3.03 1.00  -0.254
C -2.85 1.86 3.93  -0.232
C 3.94 2.27 0.91  -0.258
C -0.83 -0.95 3.98  -0.193
H 1.62 -1.10 -2.72  0.209
H -0.36 2.38 -1.50  0.217
H 2.62 -1.91 -4.83  0.207
H 1.18 1.85 -2.14  0.233
H 1.37 1.42 4.89  0.237
H 3.60 4.12 -0.10  0.236
H 7.92 -1.93 -1.54  0.230
H 1.92 -3.98 4.46  0.216
H -2.47 2.57 -0.70  0.215
H -7.14 2.98 0.88  0.229
H -2.81 2.75 5.87  0.230
H -0.78 2.65 1.37  0.218
H 5.65 -2.67 -2.21  0.235
H 1.11 2.71 -0.58  0.189
H 0.15 4.14 3.12  0.223
H -0.48 -3.33 0.05  -0.145
H 8.22 0.24 -0.41  0.230
H -0.31 -0.13 5.90  0.236
H 4.36 -4.01 4.06  0.217
H -3.98 4.28 -1.69  0.226
H -0.88 4.20 5.35  0.227
H 4.15 5.50 1.88  0.234
H 3.71 -2.79 0.03  0.212
H 2.99 -4.32 -5.20  0.220
H 4.82 4.39 3.99  0.231
H -3.68 1.20 4.14  0.228
H -6.29 4.48 -0.89  0.226
H -1.57 -1.64 4.36  0.234
H 5.24 -3.42 1.83  0.216
H 6.27 1.66 0.08  0.231
H 2.36 -5.93 -3.43  0.220
H 4.34 0.57 2.15  0.227
H 1.73 1.40 2.45  0.223
H 1.47 -5.13 -1.29  0.215
H -1.12 -1.54 1.93  0.230
H 2.75 -0.43 0.68  0.404
H 4.90 1.93 4.12  0.231
H -5.63 1.29 1.87  0.231
H 0.39 -3.39 2.64  0.201
H 3.70 -1.23 -1.73  0.239